[1]
CHClINO | wB97M-V/def2-TZVPD

Geometry as XYZ:
```
6
CHClINO, DFT wB97M-V/def2-TZVPD
N -3.5959 -1.7703 0.7341
C -3.5431 -0.5681 0.7726
I 0.6061 -0.3908 1.2291
O -3.8247 0.5581 0.7928
H 0.0037 -0.4758 -0.2987
Cl -2.7248 -3.1303 0.3058
```

Properties
ΔE to the lowest compared entry with this formula, charge and spin ... 2.6 kcal per mole
HOMO level ... -10.261 eV
Kohn-Sham gap ... 10.3 eV



[2]
C20H26B2ClN3O10 | wB97M-V/def2-TZVPD

Geometry as XYZ:
```
62
C20H26B2ClN3O10, DFT wB97M-V/def2-TZVPD
C -3.1818 -1.0557 4.9977
C 5.4948 -2.4984 -2.6137
H -4.8773 3.6959 -1.1416
O -2.1189 -3.2954 7.5243
H 1.5731 1.0717 -0.7318
H 2.6437 2.4276 -0.4025
H -3.9598 -0.5394 5.5391
O -1.0138 -1.1928 -1.7145
H 4.3127 -5.1807 -4.3017
H 1.6057 2.7121 1.6824
H 1.9150 1.1314 1.5334
N 4.3753 -1.1042 -0.9285
H -3.4206 0.0687 3.1958
C -0.2565 2.0275 -3.1596
Cl 0.9915 0.7528 -3.2643
H 2.3071 -4.6608 -2.9563
H 2.3428 -2.7498 -1.3734
H -0.3853 4.5256 -2.6114
H 0.2319 3.6652 -0.0763
H -1.6189 -1.1454 1.9923
H -2.4766 0.4927 0.1245
H -0.3818 -2.9423 3.1135
C -1.4599 -2.7598 4.9546
N 1.3314 1.8799 1.1717
C 4.3600 -2.2318 -1.8710
O -1.0819 3.9917 -2.2088
H 0.7742 -0.3763 0.6829
C -1.7260 1.9748 -1.2184
H 6.3746 -1.8824 -2.5057
O -3.6770 -1.8147 7.5475
C 0.6749 3.0927 -0.9012
H 6.3469 -3.7957 -4.0834
O -2.9294 3.0709 0.7871
H -0.9847 1.2747 0.6807
H -3.6756 2.5642 1.1284
C -1.8699 -1.4037 3.0114
C 4.3256 -4.3453 -3.6146
C -1.4797 0.8360 -0.1919
C -3.8368 3.8347 -1.4542
C -1.1653 -2.4189 3.6442
O 3.3626 -0.9047 -0.2872
C 3.2087 -2.9889 -1.9736
B -0.7173 -0.4885 -0.5858
O 5.3873 -0.4435 -0.8429
H 1.2829 3.8036 -1.4775
H -0.4765 -1.9911 -1.7770
C -2.8751 -0.7251 3.6875
H 0.0644 2.7588 -3.9049
O -1.5175 1.5399 -3.5432
N -2.7789 -2.4214 7.0022
C -2.3290 1.3462 -2.4522
H -3.5911 4.8852 -1.2419
C -0.5058 2.7200 -1.7984
O -3.3670 0.7566 -2.5402
B -2.8431 2.9828 -0.5992
C 1.6201 2.0546 -0.2667
O 0.1883 -1.0429 0.3115
H -0.9224 -3.5454 5.4636
C 5.4702 -3.5685 -3.4931
C -2.4647 -2.0691 5.6060
C 3.1974 -4.0552 -2.8584
H -3.7471 3.6944 -2.5332
```

Properties
HOMO level ... -9.949 eV
Kohn-Sham gap ... 9.1 eV